(1)
Formula: C4H5N2
Source: the Open Molecules 2025 dataset
Level of theory: ωB97M-V with the def2-TZVPD basis set

Values from the calculation:
- SMILES: C=C=[NH+]CC#N
- Charge: +1
- Relative energy (zero: lowest compared OMol25 entry of this formula, charge and spin): 45.1 kcal/mol
- Total energy: -264.5435 a.u.

Geometry as XYZ:
```
11
C4H5N2 ωB97M-V with the def2-TZVPD basis set
C -0.686 1.752 -0.013
C -0.904 0.536 0.072
N -0.792 -0.752 0.133
C 0.572 -1.356 -0.009
C 1.473 -0.295 -0.004
N 1.990 0.704 0.087
H -0.647 2.494 0.878
H -0.891 2.119 -1.001
H -1.588 -1.271 0.237
H 0.788 -1.829 -1.069
H 0.686 -2.102 0.689
```

=====

(2)
Formula: C74H182N10O22
Source: the Open Molecules 2025 dataset
Level of theory: ωB97M-V with the def2-TZVPD basis set

Values from the calculation:
- Charge: 0
- Relative energy (zero: lowest compared OMol25 entry of this formula, charge and spin): 17.3 kcal/mol
- Total energy: -5130.8914 a.u.

Geometry as XYZ:
```
288
C74H182N10O22 ωB97M-V with the def2-TZVPD basis set
C 2.924 3.278 -2.945
C 2.856 4.496 -2.023
C 3.288 5.780 -2.832
C 2.223 6.323 -3.831
C 0.898 6.533 -3.101
C 0.402 5.313 -2.227
N 1.553 4.742 -1.490
O 1.152 3.674 -0.628
C -0.646 5.964 -1.234
C -0.315 4.364 -3.142
C 3.936 4.348 -0.917
H 3.813 3.347 -3.572
H 2.010 3.135 -3.521
H 2.974 2.293 -2.481
H 3.557 6.563 -2.123
H 4.154 5.551 -3.453
H 2.044 5.552 -4.580
H 2.641 7.215 -4.298
H 0.142 6.757 -3.854
H 0.952 7.446 -2.509
H -0.124 6.653 -0.571
H -1.345 6.603 -1.773
H -1.164 5.269 -0.571
H 0.255 4.218 -4.060
H -0.412 3.357 -2.736
H -1.302 4.642 -3.511
H 4.905 4.123 -1.362
H 3.678 3.519 -0.258
H 4.090 5.217 -0.277
H 1.238 4.041 0.255
C -1.893 1.094 -4.610
C -2.352 -0.135 -5.502
C -1.949 0.198 -6.971
C -0.544 -0.259 -7.388
C -0.269 -1.689 -6.860
C -0.480 -1.873 -5.305
N -1.844 -1.454 -5.024
O -2.308 -1.828 -3.714
C -0.316 -3.365 -5.043
C 0.607 -1.082 -4.636
C -3.901 -0.300 -5.372
H -2.444 1.997 -4.873
H -0.827 1.274 -4.753
H -1.983 0.873 -3.546
H -2.710 -0.193 -7.647
H -1.930 1.275 -7.136
H 0.180 0.424 -6.945
H -0.417 -0.209 -8.469
H 0.792 -1.835 -7.067
H -0.941 -2.360 -7.394
H -1.051 -3.969 -5.576
H 0.734 -3.602 -5.210
H -0.479 -3.541 -3.979
H 0.841 -0.087 -5.015
H 0.486 -1.018 -3.554
H 1.525 -1.646 -4.802
H -4.182 -0.645 -4.377
H -4.266 -1.138 -5.965
H -4.447 0.574 -5.728
H -1.984 -1.098 -3.181
C 3.791 -3.207 -5.466
C 4.538 -4.373 -6.118
O 4.460 -5.551 -5.404
H 2.760 -3.504 -5.269
H 3.774 -2.328 -6.111
H 4.353 -2.856 -4.601
H 5.533 -4.003 -6.367
H 4.058 -4.555 -7.080
H 4.683 -6.284 -5.982
C -3.424 4.433 1.155
C -2.686 4.719 2.408
O -3.430 5.865 2.941
H -3.048 3.598 0.563
H -3.380 5.325 0.531
H -4.472 4.182 1.320
H -1.630 4.912 2.219
H -2.703 3.865 3.085
H -3.268 5.821 3.886
C 3.351 -3.954 1.556
C 4.666 -3.744 0.867
O 5.095 -2.450 1.171
H 3.515 -3.925 2.633
H 3.007 -4.939 1.239
H 2.598 -3.200 1.327
H 4.582 -3.842 -0.215
H 5.346 -4.545 1.155
H 6.009 -2.425 0.880
C -1.214 -5.414 1.322
C -2.480 -5.187 0.508
O -3.029 -3.948 0.886
H -1.351 -5.312 2.398
H -0.411 -4.755 0.993
H -0.759 -6.386 1.130
H -3.141 -6.054 0.520
H -2.167 -5.115 -0.534
H -3.461 -4.007 1.741
C 6.669 1.491 7.852
O 5.747 2.457 7.416
C 4.545 1.845 6.909
C 3.615 3.022 6.503
N 3.113 3.921 7.555
C 2.108 3.248 8.399
C 0.912 2.811 7.549
O 1.090 1.398 7.278
C 0.141 0.982 6.359
H 7.539 1.998 8.268
H 7.040 0.802 7.093
H 6.260 0.949 8.705
H 4.045 1.197 7.629
H 4.766 1.133 6.114
H 2.785 2.815 5.827
H 4.202 3.735 5.924
H 3.811 4.202 8.229
H 1.753 3.919 9.181
H 2.522 2.439 9.001
H 0.830 3.368 6.616
H -0.016 3.110 8.037
H -0.887 1.097 6.700
H 0.263 -0.091 6.211
H 0.207 1.537 5.424
C -0.005 -2.587 3.865
O -1.167 -2.959 4.565
C -2.377 -2.292 4.201
C -3.519 -3.193 4.644
N -3.734 -4.317 3.746
C -4.842 -5.110 4.298
C -5.185 -6.341 3.338
O -4.101 -7.235 3.334
C -4.123 -8.204 2.339
H 0.872 -3.104 4.256
H 0.142 -1.507 3.863
H -0.041 -2.810 2.799
H -2.386 -2.144 3.121
H -2.364 -1.287 4.623
H -4.468 -2.657 4.620
H -3.397 -3.564 5.661
H -2.875 -4.845 3.788
H -5.674 -4.405 4.311
H -4.658 -5.415 5.328
H -5.280 -5.918 2.338
H -6.076 -6.896 3.631
H -4.981 -8.858 2.491
H -3.211 -8.785 2.474
H -4.244 -7.859 1.312
C -5.085 -2.424 -1.911
O -6.370 -1.877 -1.990
C -6.658 -0.979 -0.931
C -8.085 -0.457 -1.000
N -8.235 0.338 -2.230
C -9.615 0.595 -2.630
C -10.179 -0.173 -3.864
O -9.440 0.066 -5.083
C -9.613 1.388 -5.584
H -4.992 -2.892 -0.931
H -4.332 -1.642 -2.010
H -4.967 -3.204 -2.662
H -5.992 -0.124 -0.816
H -6.536 -1.558 -0.016
H -8.302 0.126 -0.104
H -8.701 -1.355 -0.983
H -7.812 -0.159 -3.001
H -9.663 1.642 -2.928
H -10.217 0.506 -1.726
H -11.218 0.156 -3.869
H -10.111 -1.196 -3.492
H -10.546 1.802 -5.200
H -9.630 1.290 -6.669
H -8.733 1.967 -5.302
C 0.830 -8.174 2.807
O 1.297 -8.461 1.503
C 2.648 -8.823 1.480
C 2.989 -8.764 -0.038
N 2.881 -7.370 -0.395
C 2.812 -7.136 -1.848
C 2.505 -5.630 -2.063
O 1.165 -5.370 -1.760
C 0.865 -3.988 -1.743
H 1.022 -8.976 3.520
H -0.249 -8.055 2.713
H 1.167 -7.177 3.090
H 2.831 -9.797 1.933
H 3.219 -8.107 2.072
H 2.307 -9.439 -0.555
H 4.023 -9.060 -0.221
H 1.961 -7.216 -0.007
H 1.994 -7.701 -2.297
H 3.713 -7.346 -2.424
H 2.790 -5.220 -3.032
H 3.169 -5.074 -1.401
H -0.198 -3.753 -1.696
H 1.240 -3.444 -2.610
H 1.234 -3.610 -0.790
C 7.142 3.686 -4.001
O 7.419 2.270 -4.142
C 6.576 1.309 -3.573
C 6.925 -0.066 -4.040
N 6.630 -0.183 -5.437
C 7.291 -1.343 -6.026
C 7.115 -1.398 -7.623
O 8.061 -0.437 -8.209
C 8.130 -0.400 -9.644
H 6.928 3.906 -2.955
H 6.226 3.797 -4.580
H 7.968 4.284 -4.387
H 5.554 1.598 -3.820
H 6.658 1.438 -2.494
H 6.350 -0.791 -3.464
H 7.992 -0.206 -3.871
H 6.931 0.626 -5.962
H 6.993 -2.250 -5.501
H 8.368 -1.242 -5.885
H 6.155 -0.970 -7.909
H 7.263 -2.393 -8.041
H 8.488 -1.347 -10.048
H 8.699 0.431 -10.061
H 7.127 -0.269 -10.049
C -3.609 6.131 6.585
O -3.056 5.222 5.658
C -2.345 4.141 6.210
C -3.268 2.922 6.462
N -3.474 2.155 5.171
C -4.411 1.087 5.383
C -5.095 0.605 4.075
O -5.618 1.723 3.364
C -6.210 1.358 2.095
H -2.978 6.794 7.177
H -4.244 5.681 7.348
H -4.099 6.843 5.922
H -1.728 4.327 7.089
H -1.630 3.858 5.437
H -4.179 3.408 6.811
H -3.006 2.308 7.323
H -4.015 2.705 4.519
H -5.189 1.436 6.062
H -3.955 0.325 6.016
H -5.976 0.014 4.327
H -4.360 0.080 3.465
H -6.429 2.296 1.586
H -7.161 0.875 2.321
H -5.607 0.648 1.528
C 2.610 0.516 2.714
O 2.850 1.711 3.482
C 2.796 2.915 2.806
C 1.318 3.460 2.848
N 1.045 4.592 2.015
C 1.943 5.804 2.282
C 1.593 6.543 3.591
O 0.145 6.821 3.616
C -0.258 7.703 4.708
H 3.259 0.417 1.844
H 1.537 0.433 2.542
H 2.895 -0.247 3.439
H 3.093 2.749 1.770
H 3.442 3.602 3.352
H 1.092 3.721 3.882
H 0.641 2.652 2.572
H 0.156 4.924 2.361
H 1.789 6.505 1.461
H 2.989 5.502 2.245
H 2.185 7.450 3.718
H 1.900 5.861 4.384
H 0.442 8.517 4.894
H -0.382 6.992 5.525
H -1.167 8.128 4.281
C -1.639 0.941 2.639
O -1.125 0.105 1.684
C -2.099 -0.454 0.811
C -1.367 -1.240 -0.287
N -1.012 -0.445 -1.448
C -0.150 0.688 -1.147
C 1.350 0.328 -0.841
O 2.046 -0.270 -1.908
C 3.439 -0.441 -1.706
H -2.351 0.422 3.280
H -2.025 1.912 2.328
H -0.884 1.246 3.364
H -2.689 0.337 0.349
H -2.675 -1.222 1.327
H -2.054 -2.039 -0.566
H -0.515 -1.748 0.167
H -0.378 -0.996 -2.007
H -0.469 1.311 -0.311
H -0.100 1.350 -2.012
H 1.407 -0.394 -0.026
H 1.930 1.160 -0.442
H 3.585 -1.107 -0.856
H 4.018 0.438 -1.421
H 3.856 -0.950 -2.574
```

=====

(3)
Formula: C31H69N3O7
Source: the Open Molecules 2025 dataset
Level of theory: ωB97M-V with the def2-TZVPD basis set

Values from the calculation:
- SMILES: CC1(C)CCCC(C)(C)N1O.CC1(C)CCCC(C)(C)N1O.CC1(C)CCCC(C)(C)N1O.OCCO.OCCO
- Charge: 0
- Relative energy (zero: lowest compared OMol25 entry of this formula, charge and spin): 87.5 kcal/mol
- Total energy: -1913.1909 a.u.

Geometry as XYZ:
```
110
C31H69N3O7 ωB97M-V with the def2-TZVPD basis set
C -5.147 -6.813 -1.419
C -4.087 -5.876 -0.771
C -4.664 -4.756 0.062
C -3.284 -6.806 0.297
C -2.202 -7.618 -0.397
C -1.297 -6.835 -1.381
C -2.152 -6.014 -2.433
C -1.216 -5.068 -3.119
C -2.600 -7.062 -3.497
N -3.245 -5.281 -1.815
O -3.920 -4.443 -2.707
H -5.738 -6.365 -2.217
H -4.739 -7.673 -1.951
H -5.816 -6.954 -0.570
H -3.861 -4.152 0.485
H -5.250 -3.953 -0.384
H -5.253 -5.248 0.837
H -2.913 -6.147 1.083
H -3.927 -7.560 0.751
H -1.618 -8.132 0.367
H -2.837 -8.338 -0.911
H -0.682 -7.561 -1.913
H -0.590 -6.257 -0.788
H -0.435 -5.650 -3.609
H -0.872 -4.286 -2.442
H -1.855 -4.567 -3.847
H -3.353 -6.682 -4.186
H -3.020 -7.982 -3.088
H -1.703 -7.403 -4.015
H -4.331 -5.068 -3.309
C 2.480 3.786 -6.253
C 3.817 3.163 -6.636
C 3.772 2.667 -8.107
C 4.945 4.227 -6.645
C 5.313 4.704 -5.229
C 5.716 3.517 -4.363
C 4.862 2.341 -4.388
C 5.704 1.053 -3.978
C 3.804 2.573 -3.215
N 4.250 2.129 -5.721
O 3.545 0.910 -5.899
H 2.271 4.584 -6.965
H 1.746 2.987 -6.354
H 2.506 4.309 -5.297
H 2.914 2.027 -8.311
H 3.479 3.529 -8.707
H 4.644 2.187 -8.551
H 5.832 3.770 -7.083
H 4.589 5.104 -7.187
H 6.135 5.411 -5.336
H 4.414 5.145 -4.798
H 5.817 3.960 -3.372
H 6.753 3.283 -4.606
H 5.043 0.242 -3.671
H 6.318 1.193 -3.088
H 6.280 0.740 -4.849
H 4.160 2.696 -2.192
H 3.099 1.742 -3.201
H 3.218 3.478 -3.374
H 2.630 1.068 -5.656
C 0.657 -1.733 6.918
C 1.026 -1.116 8.277
C 0.316 -1.850 9.425
C 2.516 -1.294 8.511
C 3.346 -0.357 7.610
C 3.051 1.022 7.994
C 1.541 1.343 7.724
C 1.399 2.719 8.335
C 1.260 1.379 6.232
N 0.714 0.305 8.364
O -0.635 0.545 8.249
H 0.956 -1.146 6.050
H 0.811 -2.791 6.706
H -0.427 -1.628 6.942
H -0.737 -2.103 9.306
H 0.848 -2.727 9.794
H 0.311 -1.238 10.328
H 2.748 -1.356 9.574
H 2.743 -2.347 8.350
H 4.404 -0.479 7.843
H 3.275 -0.559 6.541
H 3.805 1.685 7.570
H 3.188 1.121 9.071
H 0.344 2.961 8.464
H 1.852 3.535 7.772
H 1.804 2.681 9.346
H 0.195 1.308 6.009
H 1.781 0.632 5.633
H 1.641 2.272 5.736
H -0.719 1.489 8.405
O -2.425 2.687 -0.948
C -1.945 2.186 0.289
C -2.201 0.639 0.619
O -1.825 -0.031 -0.685
H -2.372 1.902 -1.497
H -0.879 2.353 0.133
H -2.217 2.876 1.089
H -3.250 0.472 0.862
H -1.649 0.276 1.486
H -2.493 -0.698 -0.860
O -4.379 7.592 -2.898
C -5.779 7.733 -2.484
C -6.420 8.893 -3.319
O -7.697 9.040 -2.885
H -3.995 6.914 -2.337
H -6.398 6.868 -2.725
H -5.639 8.020 -1.442
H -6.314 8.794 -4.399
H -5.812 9.779 -3.134
H -7.776 9.460 -2.025
```

=====

(4)
Formula: C5H13N2
Source: the Open Molecules 2025 dataset
Level of theory: ωB97M-V with the def2-TZVPD basis set

Values from the calculation:
- Charge: +1
- Relative energy (zero: lowest compared OMol25 entry of this formula, charge and spin): 66.0 kcal/mol
- Total energy: -307.5164 a.u.

Geometry as XYZ:
```
20
C5H13N2 ωB97M-V with the def2-TZVPD basis set
C -0.017 -1.234 1.927
C 0.047 -1.311 0.566
N -1.135 -1.503 -0.275
N 1.069 -0.756 2.689
H -0.903 -1.517 2.504
H 0.902 -1.014 -0.025
H -0.849 -1.948 -1.142
H -1.866 -2.073 0.169
H -1.510 -0.580 -0.545
H 1.690 -0.137 2.194
H 0.768 -0.362 3.533
C 1.120 1.524 -0.614
C 0.165 0.871 -1.597
C -0.977 1.481 -1.987
H 2.173 1.474 -0.918
H 0.857 2.587 -0.507
H 1.010 1.109 0.384
H 0.372 -0.109 -2.048
H -1.662 1.049 -2.739
H -1.254 2.449 -1.571
```

=====

(5)
Formula: C4H9NO2
Source: the Open Molecules 2025 dataset
Level of theory: ωB97M-V with the def2-TZVPD basis set

Values from the calculation:
- Charge: 0
- Relative energy (zero: lowest compared OMol25 entry of this formula, charge and spin): 116.3 kcal/mol
- Total energy: -362.9001 a.u.

Geometry as XYZ:
```
16
C4H9NO2 ωB97M-V with the def2-TZVPD basis set
C -0.519 0.327 -1.143
C -0.062 -0.247 0.118
C -1.133 -0.096 1.216
C 1.026 -1.220 0.204
H 0.825 1.289 -2.481
H -1.272 -0.279 -1.474
H -0.677 1.448 -1.063
H -0.789 -0.811 2.032
H -2.119 -0.351 0.826
H -0.202 1.420 1.684
H 0.923 -2.205 0.745
H 1.580 -1.368 -0.755
H 1.621 0.619 -0.278
N 1.275 0.175 0.668
O 0.622 0.131 -1.988
O -1.099 1.170 1.689
```

=====

Number 1: gap between HOMO and LUMO 11.56 eV, LUMO level -5.11 eV. Number 2: gap between HOMO and LUMO 8.23 eV, LUMO level 0.55 eV. Number 3: gap between HOMO and LUMO 8.19 eV, LUMO level 0.42 eV. Number 4: gap between HOMO and LUMO 9.82 eV, LUMO level -3.38 eV. Number 5: gap between HOMO and LUMO 9.83 eV, LUMO level 0.03 eV.